Below is C6H8BeN2O12S3 as an isolated structure in a non-equilibrium geometry, with properties calculated with ωB97M-V/def2-TZVPD.

Atoms and positions in Å:
Be 0.33783 -0.41703 0.13649
S 3.19007 -0.80562 -0.80006
O 2.61178 0.10166 0.22394
O 4.16535 -1.68910 -0.15143
O 2.00775 -1.58791 -1.16415
O 3.71981 -0.14947 -2.00801
S -0.66011 -3.21157 -0.68878
O -0.97783 -1.87211 -1.26443
O -1.89869 -3.94742 -0.38601
O 0.24786 -4.00242 -1.52169
O -0.00387 -2.86367 0.55417
S 1.52538 -1.57534 3.26869
O 2.44155 -0.66121 3.98443
O 0.65621 -0.74762 2.38772
O 2.26468 -2.57239 2.49631
O 0.64260 -2.32966 4.22756
C -4.11425 1.83991 1.55114
C -3.03603 0.99711 1.09492
N -2.17165 0.33710 0.73720
H -4.68557 1.33486 2.32754
H -4.74121 2.09318 0.69481
H -3.64820 2.76353 1.89857
N 1.36334 1.93456 -1.70096
C 0.49181 2.87301 -1.24671
C -0.78739 2.38858 -1.36984
C -0.73828 1.21464 -2.12490
C 0.62054 0.98026 -2.34428
H 2.36820 1.93684 -1.60203
H 0.79775 3.77691 -0.73978
H -1.60893 3.05888 -1.14826
H -1.54536 0.55817 -2.40780
H 1.16485 0.24334 -2.91436

As for the energy above the lowest of the compared OMol25 structures with the same formula, charge and spin: 2.4689 eV. The total energy comes out at -66797.1398 eV. The net charge is -4.

Results of the Mulliken charge analysis, in e, for atoms 1 through 4: atom 1 (Be): 1.308, atom 2 (S): 0.934, atom 3 (O): -0.632, atom 4 (O): -0.694